Record 1
Molecular formula: C18H15B2F8MnN3O6
Method: DFT, ωB97M-V/def2-TZVPD

Structure (XYZ):
```
53
Properties=species:S:1:pos:R:3:lowdin_spin:R:1
Mn 0.7951 1.0060 0.0968 4.76
F -1.2890 0.3633 0.4366 0.03
F -1.5398 -1.4368 1.6413 0.00
F -2.0498 0.6667 2.5154 0.00
F 0.0955 0.0435 2.0792 0.03
F 2.0417 1.6810 -1.5382 0.04
F 1.1385 1.1721 -3.4784 0.00
F 0.9653 3.2922 -2.7771 0.00
F -0.0839 1.7146 -1.6678 0.04
O -2.2555 5.7366 0.6828 0.00
O -3.9682 6.9414 0.4195 0.00
O 0.8784 -1.1411 -0.5402 0.02
O 2.5423 0.3196 1.0628 0.03
O 3.4287 0.0357 2.9276 0.01
O 2.2682 -2.7291 -0.1728 0.01
N 3.5172 -0.0244 1.7665 0.01
N 1.1313 -2.3771 -0.5179 0.01
N -3.4595 5.8972 0.4660 0.00
C -3.8081 3.5547 1.1352 0.00
C 6.9463 -1.5453 1.2847 0.00
C 6.9714 -1.6962 -0.0820 0.00
C 0.1377 -4.7490 -0.7468 0.00
C 6.0388 -1.1298 -0.9612 0.00
C -2.0741 -5.0501 -1.5748 0.00
C -4.6848 2.5010 1.3393 0.00
C -0.0092 -3.3154 -0.8789 0.00
C -1.2051 -2.8122 -1.3630 0.00
C -0.9064 -5.5274 -1.0634 0.00
C -2.3525 -3.7114 -1.6454 0.00
C -6.2655 3.5007 -0.1154 0.00
C 5.8297 -1.0052 1.9020 0.00
C -5.9011 2.4692 0.6995 0.00
C 4.8761 -0.5696 -0.3334 0.00
C 4.7945 -0.5073 1.1157 0.00
C -4.2761 4.6912 0.4788 0.00
C -5.5380 4.6502 -0.1359 0.00
B 1.0477 2.0090 -2.3974 0.01
B -1.2307 -0.1131 1.7496 0.00
H 7.7899 -1.7866 1.9144 0.00
H -7.2857 3.5454 -0.4669 0.00
H -5.9132 5.5613 -0.5780 0.00
H 7.8391 -2.0692 -0.6058 0.00
H 4.0611 -0.1993 -0.9376 0.00
H 6.3067 -1.1586 -2.0071 0.00
H -3.2441 -3.3405 -2.1289 0.00
H -4.2979 1.6921 1.9413 0.00
H -6.6216 1.6680 0.7719 0.00
H -1.4115 -1.7571 -1.4650 0.00
H -0.7580 -6.5873 -0.9179 0.00
H 5.6441 -0.9133 2.9620 0.00
H -2.8240 -5.8258 -1.6230 0.00
H -2.7946 3.5137 1.5058 0.00
H 0.9621 -5.1484 -0.1747 0.00
```

Computed properties:
* net charge: 0
* LUMO energy (spin up / spin down): -1.629 / -1.723 eV
* orbital gap (spin up / spin down): 8.1 / 8.0 eV
* ΔE to the lowest compared entry with this formula, charge and spin: 0.948 eV
* E_HOMO (spin up / spin down): -9.70 / -9.70 eV
* 2S+1: 6

=====

Record 2
Molecular formula: C26H32EuNO6
Method: DFT, ωB97M-V/def2-TZVPD

Structure (XYZ):
```
66
Properties=species:S:1:pos:R:3:lowdin_spin:R:1
Eu 0.0740 0.3419 0.0371 7.03
O 2.1549 2.0760 8.7795 0.00
O 2.5648 4.0973 8.0076 0.00
O 1.1671 1.9206 1.5019 -0.01
O 0.5940 0.2096 -6.6569 0.00
O 0.2263 0.1060 2.4119 -0.01
O 1.3801 0.7106 -3.0966 0.00
N 2.2147 2.9041 7.8421 0.00
C 0.3662 1.5266 -7.2493 0.00
C -2.3139 -0.5799 1.0595 0.00
C 1.6071 2.9715 4.1586 0.00
C 0.7743 -2.2270 -0.9072 0.00
C 0.4035 -0.2981 -8.0650 0.00
C 1.2126 1.6491 3.9133 0.00
C 0.8605 1.2106 2.5315 0.00
C -2.4563 0.8308 1.2653 0.00
C -2.4921 1.4676 -0.0129 0.00
C 1.9410 3.3828 5.4442 0.00
C -2.3245 -0.8189 -0.3488 0.00
C 0.4018 -2.5311 0.4372 0.00
C -0.8606 -1.1493 -8.1470 0.00
C 2.0636 -1.5995 -0.8766 0.00
C -2.4139 0.4471 -1.0140 0.00
C 1.8688 2.4745 6.5224 0.00
C 0.9576 2.1196 -3.2220 0.00
C 1.4631 -2.1138 1.2953 0.00
C 1.4402 1.1514 6.2809 0.00
C 0.2209 1.0940 -8.6835 0.00
C -0.5793 0.9079 -4.4969 0.00
C 0.3574 2.1275 -4.6045 0.00
C 2.4977 -1.5566 0.4783 0.00
C 1.6784 -1.0580 -8.4049 0.00
C 0.2541 -0.0618 -3.6359 0.00
C 1.1063 0.7481 4.9909 0.00
H 0.6843 -0.9327 -4.1743 0.00
H 2.2603 4.3937 5.6837 0.00
H 2.5665 -0.4529 -8.1635 0.00
H 1.0619 1.4518 -9.2676 0.00
H -0.5253 -3.0106 0.7589 0.00
H -0.8573 0.4288 -5.4445 0.00
H 1.6296 -1.4017 -9.4539 0.00
H 1.6530 3.6867 3.3425 0.00
H 1.8782 2.6930 -3.1024 0.00
H -1.7411 -0.5863 -7.7921 0.00
H -2.1830 -1.3308 1.8378 0.00
H -1.5370 1.1635 -3.9972 0.00
H 0.1900 -2.4574 -1.8029 0.00
H -0.1390 3.0473 -4.9043 0.00
H 1.3980 0.4842 7.1367 0.00
H -0.7686 1.3439 -9.0640 0.00
H 2.6078 -1.2308 -1.7483 0.00
H -0.7352 -2.0319 -7.5053 0.00
H -2.5260 1.3351 2.2300 0.00
H -0.9926 -1.4640 -9.1993 0.00
H 1.7242 -1.9284 -7.7375 0.00
H -2.5288 2.5496 -0.1788 0.00
H 1.1888 1.9094 -5.2916 0.00
H 1.2219 2.2068 -7.1397 0.00
H 1.4879 -2.2314 2.3770 0.00
H -2.3949 0.5990 -2.0945 0.00
H 0.1834 2.4249 -2.4767 0.00
H 3.4555 -1.1879 0.8420 0.00
H -0.5668 1.9935 -6.8980 0.00
H -2.2573 -1.7934 -0.8269 0.00
H 0.7609 -0.2718 4.8372 0.00
H -0.3998 -0.4100 -2.7914 0.00
```

Computed properties:
* net charge: -1
* LUMO energy (spin up / spin down): 1.185 / 1.188 eV
* orbital gap (spin up / spin down): 4.4 / 5.1 eV
* E_HOMO (spin up / spin down): -3.17 / -3.96 eV
* 2S+1: 8

=====

Record 3
Molecular formula: C11H30CrF5N11O27S3
Method: DFT, ωB97M-V/def2-TZVPD

Structure (XYZ):
```
88
Properties=species:S:1:pos:R:3:lowdin_spin:R:1
Cr -1.8565 -2.1030 -1.1667 3.82
S -0.5030 0.3307 0.4462 0.01
S 0.8806 -0.1578 -1.4487 0.01
S -2.0096 -3.9031 1.8233 0.01
F -0.8656 -3.4716 4.2274 0.00
F 1.0836 -1.4500 -2.3939 0.01
F -0.1483 -2.1961 2.6665 0.00
F -2.1712 -1.9546 3.5405 0.00
F -1.6342 -0.4039 1.3311 0.01
O -1.1492 -5.0679 1.7265 0.00
O -1.2743 2.4483 3.0389 0.00
O 2.8017 -5.0651 -0.1377 0.00
O 4.0996 0.5452 4.0867 0.00
O -5.2927 0.6629 2.8142 0.00
O 1.0287 4.0387 -3.0926 0.00
O -0.8572 4.2479 4.1354 0.00
O -1.9825 -3.0802 0.6130 0.03
O -1.2518 1.5211 0.1106 0.00
O 4.4686 3.7078 0.6817 0.00
O -2.6175 -0.1927 -2.1485 0.02
O -6.2672 2.5247 2.3135 0.00
O 4.1735 -4.2617 1.3145 0.00
O -1.2426 -1.8170 -3.6226 0.02
O 5.0652 3.0877 2.6487 0.00
O 1.8811 3.8583 -1.1332 0.00
O -3.9465 -1.4222 -0.1813 0.02
O 4.6467 -2.2786 -3.9346 0.00
O 4.5243 -1.0083 2.6450 0.00
O -5.8812 -0.5134 -0.4040 0.00
O 0.4955 0.7836 -2.4464 0.00
O -2.5390 -2.1435 -5.3131 0.00
O -3.3587 -4.1576 2.2949 0.00
O 0.6030 0.4679 1.3559 0.00
O 4.8017 -1.8335 -1.8378 0.00
O 2.1757 -0.1080 -0.8416 0.00
O -4.0431 1.4133 -2.0849 0.01
N -5.1017 -1.2357 0.1669 0.00
N 4.6858 -1.5032 -2.9998 0.00
N 4.6868 2.8562 1.5284 0.00
N 3.8278 -0.4723 3.4805 0.00
N 0.9704 4.1437 -1.8891 0.00
N -5.3419 1.7553 2.2726 0.00
N -3.1132 0.8436 -2.5725 0.00
N -0.5161 3.3172 3.4341 0.00
N -0.4281 -0.8578 -0.5862 0.02
N -1.4538 -2.0181 -4.8132 0.00
N 3.2703 -4.1595 0.5229 0.00
C -1.2382 -2.7996 3.1380 0.00
C -2.5925 1.3932 -3.8648 0.00
C -4.1930 2.0823 1.3765 0.00
C -0.2443 -2.2090 -5.6504 0.00
C 4.3498 1.4668 1.1676 0.00
C 4.5290 -0.0655 -3.3501 0.00
C 2.5245 -1.1436 3.8375 0.00
C 0.9102 3.3103 2.9902 0.00
C -5.5760 -1.9730 1.3701 0.00
C 2.5723 -2.8519 0.4660 0.00
C -0.2946 4.5599 -1.2366 0.00
H 1.2543 2.2865 2.9016 0.00
H 2.4314 -0.8317 4.8729 0.00
H -0.0926 4.9300 -0.2404 0.00
H 3.4621 0.1334 -3.4259 0.00
H -0.4092 -3.1025 -6.2470 0.00
H -6.5970 -1.6429 1.5376 0.00
H 5.0417 0.8356 1.7220 0.00
H -5.5823 -3.0336 1.1406 0.00
H 4.9200 0.0707 -4.3521 0.00
H -0.8924 5.1852 -1.8934 0.00
H -4.5307 2.7216 0.5655 0.00
H 3.3168 1.2005 1.3780 0.00
H 4.5218 1.3711 0.0996 0.00
H 3.3323 -2.0997 0.6598 0.00
H -0.2054 -1.3617 -6.3360 0.00
H -2.8824 2.4285 -4.0013 0.00
H -4.9328 -1.6394 2.1779 0.00
H 1.7976 -2.7952 1.2293 0.00
H -0.8630 3.6286 -1.1746 0.00
H -3.8586 1.1347 0.9753 0.00
H -3.0156 0.8162 -4.6876 0.00
H 5.0506 0.3865 -2.5109 0.00
H 1.8653 -0.6431 3.1291 0.00
H 0.9735 3.8912 2.0730 0.00
H 2.1070 -2.6459 -0.4899 0.00
H 1.4655 3.8565 3.7476 0.00
H 0.6637 -2.2389 -5.0610 0.00
H -1.5147 1.2429 -3.8856 0.00
H 2.5961 -2.2133 3.6845 0.00
H -3.4945 2.6408 1.9959 0.00
```

Computed properties:
* net charge: 0
* LUMO energy (spin up / spin down): -2.751 / -2.219 eV
* orbital gap (spin up / spin down): 7.8 / 8.4 eV
* E_HOMO (spin up / spin down): -10.60 / -10.66 eV
* 2S+1: 5

=====

Record 4
Molecular formula: C28H20Cl4MgN4O5S
Method: DFT, ωB97M-V/def2-TZVPD

Structure (XYZ):
```
63
Properties=species:S:1:pos:R:3:lowdin_charge:R:1
Cl 2.2102 -0.7718 -6.1217 0.59
Cl 0.0818 0.6740 -4.3790 0.64
Cl 4.7817 -2.3798 -1.6670 0.65
Cl 4.5779 -2.2902 -4.7493 0.59
S 3.8664 0.6623 2.0794 0.56
Mg 1.3409 0.4965 0.4107 0.50
O 0.6475 0.4727 -1.4485 -0.16
O 0.2807 0.1288 1.8813 -0.02
O 2.6107 -0.8220 -0.3078 -0.15
O -0.1169 -1.7580 0.1572 0.01
O -1.7444 0.0236 2.7858 0.03
N -0.3180 2.3987 0.4879 0.13
N 2.3343 2.2058 0.1278 -0.04
N 5.3580 0.5445 -0.0936 0.05
N 3.5797 1.9824 -0.1942 -0.01
C -0.8342 -5.0684 2.3591 -0.10
C -2.4602 -3.9328 3.6969 -0.10
C -4.5988 -0.4790 -1.4047 -0.12
C 3.3704 -1.5018 -3.7944 -0.74
C -2.2808 -2.7855 2.9497 -0.05
C -0.1608 4.7870 0.4486 -0.03
C -1.3903 -2.7766 1.8790 -0.12
C -1.4735 4.8993 0.8453 -0.09
C -2.4283 -1.1697 0.2204 -0.10
C -2.2122 3.7408 1.0458 -0.06
C -1.2004 -1.5505 1.0284 -0.31
C 1.7759 3.3516 -0.1062 -0.26
C -3.6691 -1.7711 0.3935 -0.02
C 0.3996 3.5061 0.2652 -0.20
C 1.4688 -0.1484 -2.2217 -0.38
C 2.3334 -0.8268 -4.3983 -0.74
C -0.6573 -3.9258 1.6036 0.00
C 4.2116 1.0369 0.4821 -0.97
C 2.5478 -0.8653 -1.5820 -0.40
C -0.8655 -0.3374 2.0095 -0.58
C 3.4610 -1.5246 -2.4006 -0.61
C -2.2994 -0.1949 -0.7697 -0.01
C -3.3744 0.1483 -1.5660 -0.07
C -1.7481 -5.0828 3.3982 -0.12
C -1.5736 2.5214 0.8612 -0.11
C -4.7402 -1.4395 -0.4179 -0.10
C 1.3841 -0.1735 -3.6062 -0.61
C 2.5538 4.5090 -0.6787 -0.04
H -5.4335 -0.2202 -2.0438 0.09
H 3.3665 4.1112 -1.2839 0.06
H -3.2414 0.9099 -2.3211 0.10
H -5.6901 -1.9444 -0.2791 0.09
H 5.6584 -0.3223 0.3268 0.05
H -1.3569 0.3007 -0.9392 0.09
H -2.1201 1.6099 1.0465 0.09
H -3.8013 -2.5222 1.1572 0.10
H -0.2663 -5.9595 2.1267 0.09
H 2.9880 5.1201 0.1159 0.08
H -1.9173 5.8739 1.0131 0.09
H 1.9110 5.1295 -1.3000 0.07
H 5.3437 0.5276 -1.1046 0.07
H 0.1282 -0.8840 -0.1929 0.03
H -3.1630 -3.9349 4.5203 0.09
H 0.4533 5.6665 0.3209 0.09
H 0.0506 -3.8983 0.7917 0.12
H -1.8984 -5.9818 3.9839 0.09
H -2.7915 -1.8715 3.2073 0.11
H -3.2494 3.7768 1.3451 0.09
```

Computed properties:
* net charge: -2
* LUMO energy: 4.431 eV
* orbital gap: 6.1 eV
* ΔE to the lowest compared entry with this formula, charge and spin: 1.767 eV
* E_HOMO: -1.64 eV